(1)
A 7-piece molecular cluster, C16H41N14O13S overall at a distorted geometry, computed with wB97M-V/def2-TZVPD.

Each line ends with the Löwdin charge.
Cartesian coordinates (Å):
C (2.4318, -0.5977, -4.3175)  0.003
C (1.4254, -1.3306, -3.4540)  -0.550
O (1.7071, -2.4080, -2.9719)  0.049
N (0.1947, -0.7387, -3.2963)  0.054
C (-0.4985, -0.9465, -2.0302)  -0.167
C (-0.3251, 0.1752, -0.9616)  -0.161
C (0.8536, 1.1425, -1.0766)  -0.176
C (2.0366, 0.8185, -0.1311)  -0.114
C (2.5573, 2.0191, 0.6675)  -0.558
N (1.5556, 2.5121, 1.5915)  0.104
O (3.6311, 1.5965, 1.4943)  0.022
C (4.9316, 1.6539, 0.9752)  -0.373
O (5.7007, 2.3957, 1.4827)  0.148
C (5.3766, 0.6898, -0.1736)  -0.676
O (6.2403, 1.2068, -0.8986)  -0.031
O (4.8558, -0.4353, -0.2262)  -0.012
S (2.9448, 3.5054, -0.3791)  0.687
C (3.7732, 2.9406, -1.8542)  -0.106
O (1.6887, 4.0947, -0.8045)  -0.340
O (3.7778, 4.4364, 0.3348)  -0.301
H (1.9175, -0.0881, -5.1351)  0.075
H (2.9656, 0.1376, -3.7207)  0.071
H (3.0977, -1.3443, -4.7335)  0.080
H (0.1851, 0.2234, -3.5999)  0.120
H (-0.2392, -1.9084, -1.6020)  0.109
H (-1.5663, -1.0073, -2.2422)  0.070
H (-0.2871, -0.3210, 0.0067)  0.101
H (-1.2348, 0.7640, -0.9504)  0.081
H (0.4575, 2.1208, -0.8141)  0.081
H (1.2538, 1.2518, -2.0843)  0.093
H (2.8308, 0.3653, -0.7218)  0.089
H (1.7681, 0.0529, 0.5945)  0.130
H (1.5921, 1.8669, 2.3738)  0.094
H (0.6247, 2.4127, 1.1962)  0.052
H (3.3227, 3.4594, -2.6944)  0.071
H (3.6713, 1.8649, -1.9556)  0.047
H (4.8217, 3.2113, -1.7702)  0.062
C (-4.4187, -2.3317, -2.7255)  -0.669
O (-3.5010, -1.5692, -2.9708)  0.022
N (-5.4172, -2.0248, -1.8390)  0.152
N (-4.5316, -3.5644, -3.3014)  0.154
H (-6.1708, -2.6505, -1.6230)  0.088
H (-5.3697, -1.1315, -1.3878)  0.095
H (-3.8201, -3.8321, -3.9554)  0.105
H (-5.2846, -4.2005, -3.0950)  0.064
C (-5.4333, -6.4224, -0.9625)  -0.677
O (-6.2170, -5.8455, -1.7135)  -0.015
N (-5.8412, -7.2265, 0.0522)  0.151
N (-4.0815, -6.2898, -1.0877)  0.165
H (-5.2104, -7.6981, 0.6840)  0.057
H (-6.8295, -7.3406, 0.1714)  0.099
H (-3.7386, -5.6901, -1.8160)  0.085
H (-3.4272, -6.7432, -0.4784)  0.098
C (8.3209, 5.0965, -1.1694)  -0.690
O (7.8826, 6.2377, -1.1879)  0.001
N (7.7214, 4.0661, -0.5260)  0.179
N (9.4899, 4.7669, -1.8224)  0.128
H (8.0668, 3.1233, -0.5214)  0.089
H (6.8615, 4.2542, -0.0387)  0.093
H (9.9632, 5.5003, -2.3122)  0.086
H (9.8729, 3.8416, -1.8312)  0.083
C (-2.6317, 1.5333, 1.7705)  -0.655
O (-1.6863, 1.7981, 1.0538)  0.030
N (-3.9227, 1.8262, 1.4141)  0.152
N (-2.4844, 0.9231, 2.9850)  0.161
H (-4.7161, 1.6232, 1.9895)  0.086
H (-4.0599, 2.2782, 0.5301)  0.100
H (-1.5505, 0.7044, 3.2758)  0.103
H (-3.2493, 0.7032, 3.5918)  0.088
C (-4.9381, -7.0118, 3.6015)  -0.659
O (-4.6110, -7.4338, 2.5033)  0.007
N (-6.1230, -6.3656, 3.8057)  0.159
N (-4.1432, -7.1506, 4.7008)  0.157
H (-6.4130, -6.0072, 4.6948)  0.095
H (-6.7204, -6.2413, 3.0099)  0.101
H (-3.2649, -7.6179, 4.5757)  0.106
H (-4.3888, -6.8085, 5.6096)  0.095
C (-0.9359, 5.3549, 3.8395)  -0.689
O (-1.9377, 4.6745, 4.0010)  0.000
N (-0.1294, 5.7198, 4.8872)  0.141
N (-0.5339, 5.8070, 2.6202)  0.166
H (0.7022, 6.2678, 4.7797)  0.090
H (-0.3918, 5.4010, 5.7993)  0.093
H (-1.0884, 5.5470, 1.8265)  0.104
H (0.2910, 6.3570, 2.4749)  0.098

Calculated values
Charge ... -1
Calculated total energy ... -2777.49056 a.u.
HOMO ... -5.4203 eV

(2)
C16H41NO9Tl2 as an isolated structure at a distorted geometry, computed with wB97M-V/def2-TZVPD.

Each line ends with the natural charge from an NBO analysis.
Cartesian coordinates (Å):
Tl (-11.7860, 12.0159, -6.9758)  0.995
Tl (-9.6498, 16.9203, -12.2051)  0.999
C (-15.4177, 17.8105, -16.4520)  -0.620
C (-15.7432, 16.3410, -16.8837)  0.086
C (-15.7149, 16.3759, -18.4786)  -0.412
C (-15.9453, 15.0442, -19.1221)  -0.428
C (-14.9298, 14.0309, -18.5848)  -0.434
C (-14.9096, 13.8955, -17.0740)  0.074
N (-14.7497, 15.2681, -16.4641)  0.317
O (-14.4735, 15.2635, -15.1503)  -0.137
C (-13.6025, 13.0133, -16.7461)  -0.627
C (-16.1191, 12.9948, -16.6510)  -0.597
C (-17.2430, 16.0886, -16.5070)  -0.601
H (-15.2545, 17.7755, -15.3749)  0.228
H (-16.1316, 18.5324, -16.8486)  0.269
H (-14.5527, 18.1728, -17.0076)  0.234
H (-14.8192, 16.9076, -18.7996)  0.224
H (-16.4625, 17.1010, -18.8000)  0.249
H (-15.7538, 15.2425, -20.1766)  0.261
H (-17.0184, 14.8776, -19.0287)  0.224
H (-13.9606, 14.3189, -18.9918)  0.232
H (-15.2431, 13.0986, -19.0546)  0.261
H (-13.6985, 11.9550, -16.5038)  0.252
H (-13.1854, 13.3275, -15.7893)  0.218
H (-12.7615, 13.0698, -17.4371)  0.245
H (-15.8249, 12.5750, -15.6891)  0.222
H (-16.2805, 12.1729, -17.3485)  0.269
H (-17.1269, 13.4002, -16.5612)  0.249
H (-17.7773, 17.0370, -16.5616)  0.272
H (-17.2776, 15.6087, -15.5289)  0.226
H (-17.8612, 15.6215, -17.2736)  0.246
O (-10.4310, 12.2528, -11.3470)  -0.588
H (-10.7305, 11.5483, -11.9540)  0.424
C (-8.9282, 8.0668, -12.9266)  -0.269
O (-8.1336, 9.1982, -12.8936)  -0.545
H (-9.9222, 8.3105, -13.3017)  0.195
H (-8.3823, 7.2565, -13.4099)  0.231
H (-9.1227, 7.5560, -11.9836)  0.205
H (-8.6220, 9.8704, -12.4129)  0.465
C (-17.4753, 13.4577, -8.0941)  -0.087
C (-17.0143, 13.6932, -9.5740)  -0.091
O (-15.7663, 12.9546, -9.8370)  -0.740
O (-16.4284, 13.5720, -7.1148)  -0.726
H (-17.8727, 12.4462, -8.0103)  0.185
H (-18.1865, 14.2310, -7.8036)  0.195
H (-16.7428, 14.7398, -9.7118)  0.163
H (-17.7211, 13.3774, -10.3412)  0.186
H (-15.4189, 13.3766, -10.6262)  0.455
H (-16.6562, 14.3462, -6.5948)  0.480
C (-6.6070, 8.9141, -7.4790)  -0.108
C (-7.4937, 7.7616, -7.2199)  -0.107
O (-8.6697, 8.1005, -6.4362)  -0.629
O (-7.3266, 10.0803, -7.7928)  -0.610
H (-5.9739, 8.7951, -8.3583)  0.219
H (-5.9752, 9.0264, -6.5980)  0.240
H (-6.9726, 7.0410, -6.5896)  0.231
H (-7.6779, 7.2580, -8.1689)  0.218
H (-9.1148, 7.2665, -6.2691)  0.492
H (-6.6354, 10.6608, -8.1197)  0.486
C (-15.6162, 7.6235, -10.9012)  -0.078
C (-15.1250, 6.8657, -9.6922)  -0.079
O (-14.4914, 7.7740, -8.8262)  -0.630
O (-15.8944, 6.8486, -11.9963)  -0.579
H (-14.8243, 8.2920, -11.2391)  0.189
H (-16.4935, 8.2474, -10.7305)  0.195
H (-14.3739, 6.1816, -10.0872)  0.220
H (-15.8625, 6.3742, -9.0578)  0.209
H (-14.8936, 7.7611, -7.9546)  0.495
H (-16.8511, 6.7954, -12.0549)  0.495

Calculated values
Charge ... +4
Calculated total energy ... -1709.13624 a.u.
HOMO ... -17.6072 eV

(3)
A 7-piece molecular cluster, C16H42F3N6O14 overall at a distorted geometry, computed with wB97M-V/def2-TZVPD.

Each line ends with the Löwdin charge.
Cartesian coordinates (Å):
C (28.4162, 29.8660, 9.8231)  -0.027
C (28.9488, 28.6184, 10.4674)  -0.303
C (30.4571, 28.4741, 10.2402)  -0.222
O (30.8556, 27.2935, 10.8597)  -0.185
C (32.1971, 26.9013, 10.5216)  -0.054
N (28.7356, 28.6352, 11.9746)  0.233
H (27.8199, 28.8218, 12.3837)  0.182
H (29.0785, 27.7487, 12.3521)  0.165
H (29.3769, 29.3710, 12.2831)  0.162
H (29.1012, 30.6969, 10.0431)  0.087
H (27.4615, 30.2642, 10.1687)  0.102
H (28.3523, 29.8463, 8.7350)  0.079
H (28.4266, 27.6872, 10.2407)  0.147
H (30.8547, 29.3950, 10.6975)  0.132
H (30.7058, 28.4929, 9.1770)  0.134
H (32.2734, 26.9890, 9.4285)  0.087
H (32.4354, 25.8611, 10.7060)  0.099
H (32.8720, 27.6982, 10.8377)  0.092
C (28.7036, 29.2202, 3.3558)  -0.032
C (29.0448, 30.6018, 2.8243)  -0.293
C (28.0058, 31.1618, 1.8993)  -0.178
O (28.0069, 32.5914, 1.8785)  -0.197
C (27.1495, 33.1196, 0.8918)  -0.098
N (29.1832, 31.5541, 4.0201)  0.227
H (29.6683, 32.3776, 3.6550)  0.157
H (28.2730, 31.9751, 4.2572)  0.140
H (29.7301, 31.1307, 4.7594)  0.161
H (29.2406, 28.9613, 4.2632)  0.084
H (28.8298, 28.4797, 2.5631)  0.108
H (27.6136, 29.1939, 3.4404)  0.077
H (30.0194, 30.5618, 2.3354)  0.150
H (26.9935, 30.8027, 2.1025)  0.146
H (28.2473, 30.8432, 0.8798)  0.142
H (27.5080, 33.0464, -0.1361)  0.093
H (27.0959, 34.1758, 1.1661)  0.092
H (26.1078, 32.7989, 0.9732)  0.102
C (26.0618, 26.3951, 3.3883)  -0.027
C (26.2686, 26.0179, 4.8351)  -0.293
C (27.5428, 26.5933, 5.4636)  -0.218
O (27.6537, 26.3692, 6.8365)  -0.143
C (28.9902, 26.6100, 7.2013)  -0.112
N (25.1214, 26.4244, 5.6997)  0.241
H (25.1562, 26.0578, 6.6583)  0.133
H (25.1783, 27.4346, 5.8616)  0.107
H (24.1853, 26.2197, 5.3050)  0.108
H (25.3542, 25.7983, 2.8191)  0.094
H (27.0188, 26.3173, 2.8670)  0.073
H (25.7438, 27.4394, 3.3016)  0.081
H (26.3303, 24.9414, 5.0079)  0.151
H (27.5594, 27.6579, 5.1722)  0.099
H (28.3474, 26.1774, 4.8438)  0.123
H (29.1440, 26.3479, 8.2546)  0.077
H (29.2312, 27.6758, 7.1068)  0.078
H (29.7032, 25.9426, 6.7097)  0.101
N (22.2193, 26.4421, 3.6756)  -0.608
O (22.7864, 25.5694, 4.3675)  -0.091
O (22.2292, 27.6440, 4.0797)  -0.086
O (21.7744, 26.2275, 2.5269)  -0.070
N (26.0077, 30.1912, 6.0697)  -0.597
O (26.2734, 30.1093, 7.2816)  -0.041
O (26.4821, 31.0683, 5.3030)  -0.101
O (25.2723, 29.3099, 5.5998)  -0.027
N (28.6417, 23.4657, 2.6447)  -0.626
O (29.4906, 23.1018, 1.7884)  -0.104
O (29.0166, 23.6381, 3.8361)  -0.113
O (27.4337, 23.6248, 2.3055)  -0.085
C (25.1574, 26.1652, 9.5041)  -0.526
O (24.8961, 24.9961, 8.6521)  -0.130
O (24.2617, 27.0570, 9.1382)  -0.162
C (25.1112, 25.7815, 11.0383)  -0.554
F (24.7088, 26.7840, 11.8205)  0.118
F (24.2400, 24.7516, 11.2293)  0.109
F (26.3077, 25.3379, 11.4904)  0.076
C (25.7956, 23.9257, 8.5311)  -0.295
C (25.1198, 22.9215, 7.5844)  -0.075
H (24.9781, 23.1265, 6.5229)  0.068
H (25.6833, 21.9801, 7.5392)  0.065
H (24.1660, 22.5999, 8.0058)  0.073
H (26.0029, 23.3861, 9.4628)  0.105
H (26.7632, 24.2284, 8.1098)  0.099
H (26.2018, 26.4461, 9.2563)  0.111

Calculated values
Charge ... -1
Calculated total energy ... -2315.80561 a.u.
HOMO ... -4.0887 eV